Entry 1:
C2H2N2S | ωB97M-V/def2-TZVPD

Geometry as XYZ:
```
7
Properties=species:S:1:pos:R:3
H 2.866 -0.589 -0.049
N 0.870 0.526 0.220
H -0.999 1.649 -0.167
C -1.394 -0.353 -0.110
C -0.418 0.596 -0.045
S 1.520 -0.820 0.008
N -2.445 -1.008 0.143
```

Net charge: 0
HOMO-LUMO gap, eV: 8.17
LUMO energy, eV: -1.0499

These are the natural (NBO) partial charges, in e, on atoms 1 to 4:
1. H 0.11
2. N -0.56
3. H 0.24
4. C 0.17

***

Entry 2:
C2H2N2S4 | ωB97M-V/def2-TZVPD

Geometry as XYZ:
```
10
Properties=species:S:1:pos:R:3
H -0.706 0.802 2.593
S -1.442 -0.230 2.591
N 1.085 -1.152 -1.368
S -2.057 -0.104 0.666
C -0.538 -0.279 -0.169
N -0.064 -1.293 -0.829
S 1.680 0.509 -1.452
C 0.472 1.036 -0.352
H 1.353 -1.673 -2.138
S 0.217 2.384 0.459
```

Structure (SMILES): S=c1s[nH]nc1SS
Net charge: 0
HOMO-LUMO gap, eV: 8.38
LUMO energy, eV: -0.3943

These are the natural (NBO) partial charges, in e, on atoms 1 to 4:
1. H 0.12
2. S -0.09
3. N -0.47
4. S 0.19

***

Entry 3:
C2H2N3O2 | ωB97M-V/def2-TZVPD

Geometry as XYZ:
```
9
Properties=species:S:1:pos:R:3
C 1.146 1.976 1.341
O -1.719 -1.274 -1.263
N 0.799 0.967 0.669
N 1.142 -0.221 0.679
N -0.733 -0.556 -0.814
H -2.168 -0.690 -2.033
H 0.287 -2.148 -0.048
O 1.165 3.095 1.573
C 0.081 -1.148 -0.102
```

Net charge: +1
HOMO-LUMO gap (spin up / spin down), eV: 9.30 / 6.13
LUMO energy (spin up / spin down), eV: -5.6341 / -9.2272
Spin multiplicity: 3

These are the natural (NBO) partial charges, in e, on atoms 1 to 4:
1. C 0.90
2. O -0.44
3. N -0.23
4. N 0.16

***

Entry 4:
C2H2N3O3 | ωB97M-V/def2-TZVPD

Geometry as XYZ:
```
10
Properties=species:S:1:pos:R:3
N -1.659 -1.645 1.832
O 0.538 -2.431 0.555
C -0.048 0.656 -0.149
N 0.626 1.614 -0.378
C 1.196 -3.191 0.032
O 1.953 -3.891 -0.437
O -0.852 -0.175 0.106
N -2.164 -2.309 2.531
H 1.143 2.472 -0.510
H -1.246 -1.131 0.957
```

Net charge: +1
HOMO-LUMO gap, eV: 11.16
LUMO energy, eV: -5.2359

These are the natural (NBO) partial charges, in e, on atoms 1 to 4:
1. N 0.00
2. O -0.60
3. C 0.92
4. N -0.64

***

Entry 5:
C2H2N4 | ωB97M-V/def2-TZVPD

Geometry as XYZ:
```
8
Properties=species:S:1:pos:R:3
C 0.479 0.838 0.707
N 1.478 0.028 0.412
C -0.981 -0.363 -0.515
H -1.977 -0.567 -0.925
H 0.615 1.720 1.360
N -0.006 -1.265 -0.868
N 1.185 -1.069 -0.420
N -0.794 0.679 0.250
```

Structure (SMILES): c1ncnnn1
Net charge: 0
HOMO-LUMO gap, eV: 9.53
LUMO energy, eV: -0.6685

These are the natural (NBO) partial charges, in e, on atoms 1 to 4:
1. C 0.23
2. N -0.27
3. C 0.24
4. H 0.20

***

Entry 6:
C2H2N4 | ωB97M-V/def2-TZVPD

Geometry as XYZ:
```
8
Properties=species:S:1:pos:R:3
H -0.402 2.277 -0.161
H 0.340 -2.276 0.234
C -0.217 1.227 -0.097
N -1.336 0.410 0.177
N 1.340 -0.413 0.088
N 1.067 0.792 -0.016
N -1.077 -0.923 -0.115
C 0.286 -1.094 -0.108
```

Structure (SMILES): c1nncnn1
Net charge: 0
HOMO-LUMO gap, eV: 8.89
LUMO energy, eV: -1.1633

These are the natural (NBO) partial charges, in e, on atoms 1 to 4:
1. H 0.21
2. H 0.19
3. C 0.13
4. N -0.16

***

Entry 7:
C2H2N4 | ωB97M-V/def2-TZVPD

Geometry as XYZ:
```
8
Properties=species:S:1:pos:R:3
H -1.729 -0.323 0.462
C -0.878 0.345 0.140
N -1.102 1.752 0.299
C 0.867 -0.364 0.202
H 1.619 -0.165 1.017
N 0.955 -1.732 -0.245
N -1.061 1.327 -0.857
N 1.329 -0.841 -1.017
```

Structure (SMILES): N1=NC1C1N=N1
Net charge: 0
HOMO-LUMO gap, eV: 10.85
LUMO energy, eV: 0.0515

These are the natural (NBO) partial charges, in e, on atoms 1 to 4:
1. H 0.19
2. C -0.08
3. N -0.05
4. C -0.07

***

Entry 8:
C2H2N4 | ωB97M-V/def2-TZVPD

Geometry as XYZ:
```
8
Properties=species:S:1:pos:R:3
H 0.591 1.304 0.800
N -0.310 -0.247 0.210
N 1.765 -1.176 -0.857
N -0.182 0.773 1.159
N -1.806 -0.086 -1.907
C -1.181 -0.022 -0.979
H 0.307 0.295 1.913
C 0.816 -0.840 -0.339
```

Structure (SMILES): N#CN(N)C#N
Net charge: 0
HOMO-LUMO gap, eV: 11.33
LUMO energy, eV: 0.1524

These are the natural (NBO) partial charges, in e, on atoms 1 to 4:
1. H 0.34
2. N -0.33
3. N -0.29
4. N -0.55